No. 1
Here is C45H49N12O6RuS as an isolated structure in a non-equilibrium geometry from OMol25. Energies are from ωB97M-V/def2-TZVPD.

Last column: Löwdin spin population.
Geometry (Å):
Ru -0.3353 1.6509 0.8396  3.94
C 3.0034 -0.2373 -1.1890  0.00
O 3.0570 0.4331 -2.4285  0.01
C 2.3974 1.6085 -2.6386  0.02
C 2.5747 2.1584 -3.8909  0.00
C 1.9410 3.3432 -4.2575  0.02
C 1.1058 3.9820 -3.3728  -0.01
C 0.8916 3.4826 -2.0794  0.02
C 0.0372 4.1989 -1.1895  0.02
N -0.2103 3.8993 0.0464  0.14
N -0.9792 4.6908 0.7726  0.06
C -1.3273 4.2499 1.9787  0.01
O -0.9362 3.1773 2.4905  0.13
C -2.2921 5.0960 2.7285  0.00
C -2.4386 4.9236 4.1027  0.00
C -3.4286 5.5997 4.7914  0.00
C -4.2943 6.4413 4.1113  0.00
C -4.1408 6.6353 2.7471  0.00
C -3.1420 5.9702 2.0588  0.00
C 1.5743 2.2828 -1.6648  0.01
O 1.4960 1.8446 -0.4758  0.17
H 3.5329 -1.1771 -1.3551  0.00
H 1.9734 -0.4494 -0.8928  0.00
H 3.4986 0.3354 -0.3992  0.00
H 3.2438 1.6537 -4.5698  0.00
H 2.1304 3.7542 -5.2377  0.00
H 0.6090 4.8952 -3.6647  0.00
H -0.4472 5.0809 -1.6138  0.00
H -1.7802 4.2468 4.6260  0.00
H -3.5329 5.4634 5.8603  0.00
H -5.0902 6.9398 4.6465  0.00
H -4.8069 7.3026 2.2180  0.00
H -3.0095 6.1004 0.9967  0.00
C 4.9003 0.7269 3.6809  0.00
N 3.7781 1.3630 3.0445  0.00
C 2.4784 1.0226 3.0554  0.01
N 1.8045 1.8232 2.2582  0.05
C 2.7473 2.6599 1.7735  0.00
N 3.9496 2.4027 2.2218  0.00
C 5.3812 -0.4528 2.8633  0.00
C 6.7178 -0.5748 2.5062  0.00
C 7.1415 -1.6422 1.7282  0.00
C 6.2447 -2.6056 1.3088  0.00
C 4.9018 -2.4960 1.6692  0.00
C 4.4787 -1.4154 2.4395  0.00
C 3.9356 -3.4847 1.2488  0.00
N 4.1248 -4.5086 0.4658  0.00
N 2.9583 -5.1535 0.3584  0.00
C 2.0892 -4.5091 1.0827  0.00
O 2.6519 -3.4277 1.6776  0.00
C 0.6896 -4.8033 1.2808  0.00
C 0.0506 -5.8355 0.5931  0.00
C -1.3102 -6.0156 0.7591  0.00
C -2.0432 -5.1631 1.5744  0.00
C -1.4121 -4.1313 2.2586  0.00
C -2.2109 -3.1300 3.0610  0.00
N -1.5501 -1.8535 3.0660  0.00
C -0.9760 -1.2524 2.0197  0.01
N -0.4069 -0.1309 2.4106  0.06
C -0.6875 -0.0713 3.7310  0.01
N -1.3597 -1.1119 4.1600  0.00
C -0.0400 -3.9856 2.1407  0.00
H 4.6029 0.4060 4.6855  0.00
H 5.6927 1.4746 3.7662  0.00
H 2.0625 0.2436 3.6635  0.00
H 2.5328 3.4639 1.1000  0.00
H 7.4316 0.1636 2.8405  0.00
H 8.1801 -1.7145 1.4435  0.00
H 6.5570 -3.4417 0.7062  0.00
H 3.4304 -1.3283 2.6795  0.00
H 0.6235 -6.4591 -0.0767  0.00
H -1.8143 -6.8076 0.2236  0.00
H -3.1121 -5.2951 1.6717  0.00
H -2.3411 -3.4408 4.1018  0.00
H -3.2043 -3.0152 2.6131  0.00
H -0.9647 -1.6535 1.0260  0.00
H -0.3885 0.7448 4.3590  0.00
H 0.4784 -3.2151 2.6914  0.00
C -2.5374 -3.4017 -2.1171  0.00
C -3.6121 -3.2312 -1.0538  0.00
C -4.4786 -1.9871 -1.2514  0.00
C -3.7476 -0.6585 -1.0401  0.00
N -2.9862 -0.2530 -2.2007  0.01
C -1.6837 0.0437 -2.2271  0.02
S -0.6215 -0.4121 -0.9950  0.07
N -1.1364 0.5860 -3.3268  0.02
C -1.7099 0.6223 -4.6531  0.00
C -1.8590 -0.7813 -5.2579  0.00
C -0.5521 -1.5728 -5.2869  0.00
C 0.4890 -0.9708 -6.2192  0.00
H -2.0030 -4.3376 -1.9728  0.00
H -1.8141 -2.5959 -2.0609  0.00
H -2.9903 -3.4093 -3.1055  0.00
H -3.1394 -3.1806 -0.0715  0.00
H -4.2680 -4.1055 -1.0692  0.00
H -5.3028 -2.0228 -0.5368  0.00
H -4.9124 -1.9993 -2.2533  0.00
H -3.0667 -0.7252 -0.1905  0.00
H -4.4843 0.1266 -0.8281  0.00
H -3.5501 0.0751 -2.9707  0.00
H -0.1346 0.7150 -3.2713  0.00
H -1.0526 1.2318 -5.2729  0.00
H -2.6805 1.1281 -4.6324  0.00
H -2.2511 -0.6772 -6.2699  0.00
H -2.5914 -1.3403 -4.6740  0.00
H -0.7780 -2.5875 -5.6183  0.00
H -0.1539 -1.6435 -4.2740  0.00
H 0.1191 -0.9524 -7.2412  0.00
H 1.3977 -1.5642 -6.1954  0.00
H 0.7432 0.0443 -5.9295  0.00
O -2.7500 1.1810 1.4058  0.07
C -3.0799 1.9804 0.5217  0.01
O -2.3630 2.3514 -0.4232  0.09
H -4.1278 2.3800 0.5401  0.00

Properties
net charge: 0
HOMO level (alpha / beta): -6.77 / -6.85 eV
E_tot: -91042.084 eV
energy relative to the best compared isomer or geometry (same formula, charge and spin): 46.6 kcal/mol
expectation value of S²: 8.766
spin multiplicity: 6
gap between HOMO and LUMO (alpha / beta): 6.4 / 5.9 eV

---

No. 2
Here is C45H50BHfN11PSb2 as an isolated structure in a non-equilibrium geometry from OMol25. Energies are from ωB97M-V/def2-TZVPD.

Last column: Löwdin spin population.
Geometry (Å):
Hf -0.4007 0.8908 -0.0144  0.00
C -1.5072 4.8755 1.5598  0.00
C -0.5405 3.9770 1.1435  0.00
N -1.0768 2.7703 0.9308  0.00
N -2.4205 2.8776 1.1872  0.00
C -2.6683 4.1577 1.5828  0.00
B -3.3376 1.8930 0.4521  0.00
N -2.8830 0.3721 0.9141  0.00
C -3.7674 -0.5891 1.1486  0.00
C -3.1357 -1.6491 1.7806  0.00
C -1.8267 -1.2667 1.9185  0.00
N -1.6445 -0.0462 1.3505  0.00
N -2.9678 2.0909 -1.0704  0.00
C -3.6451 2.6380 -2.0588  0.00
C -2.8581 2.6271 -3.2069  0.00
C -1.6769 2.0249 -2.8322  0.00
N -1.6936 1.6804 -1.5209  0.00
N -4.7761 2.0265 0.6968  0.00
C -5.3854 2.1828 1.9249  0.00
C -6.6332 1.6858 1.8592  0.00
C -6.7256 1.1544 0.5556  0.00
N -5.6320 1.3552 -0.1499  0.00
H -1.3949 5.9048 1.8062  0.00
H 0.5380 4.1265 1.0755  0.00
H -3.6901 4.4280 1.7800  0.00
H -4.8063 -0.4145 0.8987  0.00
H -3.6292 -2.5606 2.1594  0.00
H -1.0115 -1.8389 2.2975  0.00
H -4.6569 3.0102 -1.9075  0.00
H -3.0552 3.0245 -4.1987  0.00
H -0.8343 1.8413 -3.4960  0.00
H -4.8378 2.6726 2.6962  0.00
H -7.3868 1.7022 2.6312  0.00
H -7.5888 0.7156 0.0595  0.00
C 0.2885 -2.0764 -3.4265  0.01
C 0.6129 -0.7758 -4.1419  0.00
C 1.8507 -0.1293 -3.5065  0.00
Sb 2.1570 0.3479 -1.5062  0.00
C 4.0508 1.3685 -1.5345  0.00
C 4.1745 2.5651 -2.2741  0.00
C 5.3902 3.1855 -2.4006  0.00
C 6.5177 2.7030 -1.7003  0.00
C 6.3837 1.5415 -0.9199  0.00
C 5.1411 0.8600 -0.8083  0.00
C 2.5360 -1.5165 -0.5910  0.00
C 1.9125 -1.8928 0.5633  0.00
C 2.1226 -3.1575 1.1046  0.00
C 2.9762 -4.0523 0.4491  0.00
C 3.6373 -3.6608 -0.7104  0.00
C 3.4234 -2.3795 -1.2228  0.00
Sb -0.7490 -1.8411 -1.6442  0.00
C -2.7161 -1.9644 -2.4831  0.10
C -3.0835 -3.1103 -3.2398  0.32
C -4.2316 -3.1147 -4.0354  0.07
C -5.0977 -2.0312 -3.9942  0.08
C -4.8402 -0.9547 -3.1639  0.30
C -3.6506 -0.9511 -2.4321  0.07
C -0.4621 -3.8194 -0.8936  0.00
C 0.3670 -4.7027 -1.5502  0.00
C 0.4686 -6.0232 -1.1140  0.00
C -0.2189 -6.4450 0.0177  0.00
C -0.9959 -5.5173 0.7077  0.00
C -1.1332 -4.2333 0.2447  0.00
H 1.2232 -2.5943 -3.1945  0.00
H -0.4246 -2.7068 -3.9580  0.00
H -0.2521 -0.0655 -4.1829  0.00
H 0.9147 -0.9908 -5.1483  0.00
H 2.1322 0.7886 -4.0071  0.00
H 2.6740 -0.8066 -3.7104  0.00
H 3.3468 2.9036 -2.9142  0.00
H 5.4317 4.0848 -3.0305  0.00
H 7.4631 3.2052 -1.7764  0.00
H 7.2188 1.1038 -0.4445  0.00
H 5.1227 -0.0478 -0.2307  0.00
H 1.1722 -1.2887 1.0888  0.00
H 1.6120 -3.4813 2.0060  0.00
H 3.1268 -5.0681 0.7508  0.00
H 4.3486 -4.2895 -1.1623  0.00
H 3.9553 -2.0591 -2.1061  0.00
H -2.4690 -4.0043 -3.1764  0.01
H -4.4535 -3.9700 -4.6709  0.00
H -6.0182 -2.1108 -4.5427  0.00
H -5.5680 -0.1473 -3.0280  0.01
H -3.4926 -0.1227 -1.7946  0.00
H 0.8998 -4.4291 -2.4568  0.00
H 1.0028 -6.7432 -1.6850  0.00
H -0.1362 -7.4691 0.3364  0.00
H -1.5144 -5.7957 1.6164  0.00
H -1.8185 -3.5911 0.7800  0.00
C 4.3542 2.1536 3.8252  0.00
N 3.2892 3.1094 3.5299  0.00
C 2.3431 3.2253 4.6800  0.00
N 1.6496 1.9602 4.9141  0.00
C 2.6113 0.8826 5.1484  0.00
N 3.5616 0.9187 3.9894  0.00
C 2.9077 0.3759 2.7874  0.00
P 1.5240 1.4761 2.2180  0.00
C 2.6760 3.0078 2.2136  0.00
C 0.6899 1.6142 3.8702  0.00
H 4.8296 2.3912 4.7914  0.00
H 5.0957 2.0410 3.0568  0.00
H 1.6309 4.0458 4.5304  0.00
H 2.9266 3.5212 5.5782  0.00
H 2.1233 -0.0734 5.1877  0.00
H 3.2304 1.0236 6.0574  0.00
H 2.3554 -0.5298 3.0786  0.00
H 3.6652 0.0877 2.0229  0.00
H 2.1004 3.9250 2.0420  0.00
H 3.4510 2.9261 1.4549  0.00
H 0.2852 0.6562 4.0729  0.00
H -0.0732 2.3948 3.8457  0.00

Properties
net charge: +4
HOMO level (alpha / beta): -16.26 / -16.26 eV
E_tot: -88176.149 eV
energy relative to the best compared isomer or geometry (same formula, charge and spin): 24.1 kcal/mol
expectation value of S²: 0.768
spin multiplicity: 2
gap between HOMO and LUMO (alpha / beta): 5.1 / 1.9 eV

---

No. 3
Here is C45H50GdN8OS10 as an isolated structure in a non-equilibrium geometry from OMol25. Energies are from ωB97M-V/def2-TZVPD.

Last column: Löwdin spin population.
Geometry (Å):
Gd 0.3871 -0.1807 0.0061  7.24
C -0.3607 -6.1924 -4.1796  0.00
C 0.8564 -5.8817 -3.3270  0.00
C 0.4612 -6.1004 -1.8296  0.00
C 1.9621 -6.8676 -3.7053  0.00
C 1.2562 -4.4288 -3.6796  0.00
C 1.8069 -4.1039 -4.9421  0.00
C 1.8963 -2.7917 -5.3649  0.00
C 1.4755 -1.7763 -4.4862  0.00
S 1.3341 -0.1156 -4.8362  0.00
C 0.7363 0.1777 -3.2513  0.00
N 0.5984 -0.8743 -2.5029  0.00
C 1.0507 -2.0459 -3.1919  0.00
C 0.9232 -3.3885 -2.8022  0.00
C 0.3395 1.5076 -2.7901  -0.01
C 0.2118 2.4995 -3.7610  -0.01
C -0.2899 3.7462 -3.4177  0.01
C -0.5629 3.9845 -2.0630  -0.01
C -0.4493 2.9943 -1.0977  -0.01
C -0.0563 1.6857 -1.4324  -0.15
H -0.6795 -7.1983 -3.9233  0.00
H -0.0639 -6.1900 -5.2492  0.00
H -1.2075 -5.5476 -4.0128  0.00
H 0.3010 -7.1498 -1.6359  0.00
H -0.4624 -5.5203 -1.5660  0.00
H 1.2698 -5.8393 -1.1552  0.00
H 1.5936 -7.8736 -3.5968  0.00
H 2.7934 -6.7597 -3.0124  0.00
H 2.3871 -6.6918 -4.7294  0.00
H 2.1190 -4.8708 -5.6252  0.00
H 2.2561 -2.5544 -6.3454  0.00
H 0.5199 -3.6169 -1.8406  0.00
H 0.4444 2.3115 -4.8047  0.00
H -0.4228 4.5668 -4.1695  0.00
H -0.8884 4.9896 -1.7676  0.00
H -0.7364 3.3456 -0.0984  0.00
N 2.6301 2.9922 -0.3173  0.00
C 3.2943 1.8633 -0.6491  0.00
N 2.7782 0.6506 -0.5109  -0.01
C 3.7030 -0.3130 -0.8454  0.00
C 4.9222 0.1925 -1.2321  0.00
S 4.9643 1.8782 -1.1330  0.00
C 3.4178 -1.7606 -0.6836  0.00
C 4.3174 -2.7954 -0.8338  0.00
S 3.6903 -4.2907 -0.2050  0.00
C 2.2370 -3.4263 0.3070  0.00
N 2.2260 -2.1249 -0.0653  0.00
N 1.2733 -3.9611 1.0657  0.00
H 1.6394 2.8843 -0.5009  0.00
H 3.0136 3.8832 -0.6257  0.00
H 5.7464 -0.4469 -1.5702  0.00
H 5.3612 -2.7628 -1.0900  0.00
H 1.2919 -4.9663 1.1826  0.00
H 0.3669 -3.4991 0.9590  0.00
C -4.5271 -1.2646 2.3346  0.00
S -4.5299 -3.0498 2.3542  0.00
C -3.8320 -3.3016 0.7320  -0.01
C -2.6069 -2.8664 0.3286  0.00
S -1.3224 -2.0928 1.2212  -0.03
S -2.2809 -3.2409 -1.3713  0.00
C -3.7325 -4.0471 -1.8217  0.00
S -4.0810 -4.6427 -3.3096  0.00
S -4.8077 -4.1179 -0.4805  0.00
H -4.9151 -0.9006 3.3162  0.00
H -5.1306 -0.9186 1.5560  0.00
H -3.5466 -0.8386 2.1372  0.00
N 0.7939 -0.2475 6.5836  0.00
C 0.8674 -0.1323 5.2223  0.00
C 0.0438 0.6847 4.4915  0.00
C 0.1820 0.7823 3.1271  0.00
N 1.0280 0.0751 2.3867  -0.01
C 1.8297 -0.7351 3.0722  0.00
C 1.7999 -0.9021 4.4426  0.00
H -0.0901 -0.0317 7.0508  0.00
H 1.2521 -1.0134 7.0657  0.00
H -0.6806 1.3185 5.0059  0.00
H -0.4222 1.5637 2.7074  0.00
H 2.3986 -1.4410 2.4665  0.00
H 2.4713 -1.6192 4.9330  0.00
C 1.8997 3.7950 4.8768  0.00
C 2.3510 5.1315 4.3291  0.00
C 2.2884 5.2477 2.7829  0.00
S 0.7080 5.1412 1.8603  0.00
O 0.1149 3.7835 1.9912  0.00
C -0.3525 6.2285 2.8132  0.00
C -1.7745 6.4566 2.2336  0.00
C -1.7185 6.8924 0.7648  0.00
H 2.1177 3.6329 5.9256  0.00
H 2.3685 2.9448 4.3791  0.00
H 0.8440 3.7328 4.7865  0.00
H 3.3943 5.3119 4.6055  0.00
H 1.7007 5.8803 4.7837  0.00
H 2.7928 4.3638 2.3566  0.00
H 2.7632 6.1536 2.4162  0.00
H 0.1589 7.1990 2.7697  0.00
H -0.3814 5.9482 3.8593  0.00
H -2.2399 7.1923 2.8509  0.00
H -2.3598 5.5358 2.3701  0.00
H -1.2223 7.8241 0.5586  0.00
H -2.7572 7.0159 0.4322  0.00
H -1.3007 6.1292 0.1314  0.00
S -4.2662 2.4269 1.4332  0.00
C -2.5713 2.0907 1.5084  0.00
N -2.1090 1.2188 0.6514  0.00
C -3.1284 0.8020 -0.2129  0.00
C -2.9960 -0.0345 -1.3027  0.00
C -4.1052 -0.4072 -2.0196  0.00
C -5.3907 0.0401 -1.6261  0.00
C -5.5353 0.8656 -0.5189  0.00
C -4.3896 1.2827 0.1402  0.00
H -1.9309 2.6118 2.2213  0.00
H -2.0154 -0.4465 -1.4896  0.00
H -3.9898 -1.0941 -2.8354  0.00
H -6.2382 -0.2814 -2.1888  0.00
H -6.5639 1.1178 -0.2546  0.00

Properties
net charge: +1
HOMO level (alpha / beta): -9.20 / -9.21 eV
E_tot: -190630.618 eV
expectation value of S²: 15.984
spin multiplicity: 8
gap between HOMO and LUMO (alpha / beta): 5.9 / 7.0 eV